No. 1
DFT (ωB97M-V with the def2-TZVPD basis set) results for C21H21N3O5S2 in the gas phase at a distorted geometry.

Atoms and positions in Å:
1 C -0.16926 5.76176 0.52549
2 C -0.89741 5.17703 -0.67643
3 H -1.19143 5.95977 -1.37835
4 H -1.77994 4.61725 -0.34913
5 O -0.05137 4.30766 -1.42947
6 C 0.06859 3.04907 -0.98658
7 O -0.51342 2.62279 -0.01764
8 C 0.99867 2.27201 -1.82501
9 C 1.87006 2.86830 -2.73630
10 N 2.73147 2.18885 -3.46271
11 C 2.74839 0.87236 -3.28359
12 N 1.97675 0.18720 -2.45032
13 C 1.09773 0.86309 -1.72841
14 O 0.25498 0.21261 -0.94073
15 C 0.42516 -1.13248 -0.66505
16 C -0.72541 -1.90499 -0.63553
17 C -0.65629 -3.23320 -0.23005
18 C 0.57433 -3.78719 0.11033
19 C 1.71396 -3.00723 0.06254
20 C 1.65169 -1.67541 -0.31201
21 H 2.53618 -1.05932 -0.31440
22 H 2.66549 -3.43641 0.33687
23 H 0.60675 -4.81305 0.43730
24 N -1.80965 -4.01044 -0.08411
25 H -2.62730 -3.61813 -0.53039
26 S -2.19630 -4.35448 1.54242
27 O -1.20553 -5.24074 2.06490
28 O -3.56681 -4.76541 1.52810
29 C -2.00824 -2.71949 2.23146
30 C -3.00807 -1.79234 2.00793
31 C -2.77302 -0.46195 2.30027
32 C -1.53734 -0.04964 2.79413
33 C -0.55877 -1.00834 3.03842
34 C -0.78717 -2.34295 2.75385
35 H -0.03581 -3.09779 2.92093
36 H 0.39788 -0.70389 3.43596
37 C -1.26156 1.40169 3.00979
38 H -1.00066 1.85466 2.05257
39 H -0.43206 1.54710 3.69666
40 H -2.14019 1.91365 3.39494
41 H -3.54430 0.27251 2.12232
42 H -3.95304 -2.12862 1.60907
43 H -1.67001 -1.45185 -0.89561
44 S 3.88664 -0.01418 -4.23760
45 C 3.54561 -1.70739 -3.67319
46 H 4.13928 -2.36513 -4.29866
47 H 2.48729 -1.91432 -3.78712
48 H 3.83412 -1.80596 -2.63254
49 H 1.87190 3.94029 -2.87404
50 H 0.10769 4.96834 1.21546
51 H 0.73032 6.28123 0.20427
52 H -0.82051 6.46309 1.03897

Output
- structure (SMILES) = CCOC(=O)c1cnc(SC)nc1Oc1cccc(NS(=O)(=O)c2ccc(C)cc2)c1
- HOMO (eV) = -8.93
- energy above the lowest of the compared OMol25 structures with the same formula, charge and spin (kcal per mole) = 40.7
- gap between HOMO and LUMO (Eh) = 0.331
- E (eV) = -58496.4746
- LUMO (eV) = 0.08

No. 2
DFT (ωB97M-V with the def2-TZVPD basis set) results for a 2-piece molecular cluster, C2H6N4O overall at a distorted geometry.

Atoms and positions in Å:
1 C 0.86358 -1.03250 -0.17918
2 N 0.62478 -1.77647 -1.27686
3 N 0.68969 0.38511 -0.46195
4 N 0.95226 1.15715 0.54504
5 O 1.15582 -1.45779 0.91838
6 H 0.45204 -1.33178 -2.16189
7 H 0.71074 -2.77693 -1.22361
8 H 1.23603 0.58129 1.36415
9 C -1.55547 1.50262 0.77824
10 N -1.79242 0.79071 -0.18409
11 H -0.79811 0.47881 -0.64844
12 H -0.29307 1.57313 1.02145
13 H -2.24585 1.90663 1.50877

Output
- structure (SMILES) = [H]/N=N\C(N)=O.C=N
- HOMO (eV) = -9.10
- energy above the lowest of the compared OMol25 structures with the same formula, charge and spin (kcal per mole) = 88.1
- gap between HOMO and LUMO (Eh) = 0.316
- E (eV) = -10176.2424
- LUMO (eV) = -0.50

No. 3
DFT (ωB97M-V with the def2-TZVPD basis set) results for C24H24ClN5O3 in the gas phase at a distorted geometry.

Atoms and positions in Å:
1 C 4.91628 3.62482 -0.84340
2 H 4.47595 4.43847 -0.25888
3 O 4.62973 2.36828 -0.27759
4 C 3.33039 1.97045 -0.18442
5 C 2.24359 2.74123 -0.59454
6 C 0.95739 2.26230 -0.46295
7 C 0.72290 1.00088 0.08444
8 C 1.81491 0.23547 0.49698
9 C 3.10884 0.69693 0.36605
10 C 4.27505 -0.14366 0.82004
11 N 3.97768 -1.55893 0.69769
12 C 4.81594 -2.42102 1.50599
13 C 6.24209 -2.58094 0.96497
14 C 6.18513 -3.10696 -0.46709
15 C 5.31736 -2.18509 -1.32047
16 C 3.93393 -2.02541 -0.67693
17 H 3.32403 -1.32877 -1.25610
18 H 3.42836 -2.99693 -0.67233
19 H 5.79721 -1.20791 -1.40851
20 H 5.20347 -2.59212 -2.32656
21 H 7.19130 -3.17790 -0.88702
22 H 5.75066 -4.11017 -0.46414
23 H 6.75100 -1.61469 0.98350
24 H 6.80095 -3.26862 1.60222
25 H 4.83667 -2.02967 2.52638
26 H 4.33434 -3.40490 1.53126
27 H 5.16962 0.16992 0.26255
28 H 4.46117 0.06984 1.87834
29 H 1.66651 -0.74746 0.91753
30 C -0.61874 0.48245 0.23272
31 N -1.60993 1.17148 -0.16438
32 N -2.90396 0.70856 -0.06390
33 C -3.20268 -0.61306 -0.40428
34 O -2.36177 -1.42739 -0.71193
35 N -4.53662 -0.94413 -0.40312
36 C -5.51818 -0.04362 -0.09345
37 C -5.18109 1.25645 0.22814
38 N -6.32240 1.97034 0.49886
39 C -7.39401 1.14583 0.35582
40 C -8.75300 1.39981 0.51932
41 C -9.63695 0.36712 0.30760
42 C -9.18026 -0.90488 -0.06257
43 C -7.84393 -1.18529 -0.23113
44 C -6.93327 -0.14833 -0.01964
45 H -7.51594 -2.17201 -0.51642
46 Cl -10.34810 -2.15750 -0.31327
47 H -10.69689 0.52651 0.42480
48 H -9.10337 2.37938 0.80415
49 H -6.32935 2.94292 0.75585
50 C -3.82158 1.73134 0.25134
51 O -3.46305 2.85320 0.53185
52 H -4.76007 -1.89480 -0.66079
53 H -0.70588 -0.50242 0.69112
54 H 0.11275 2.85555 -0.77331
55 H 2.39615 3.72105 -1.01878
56 H 6.00151 3.71476 -0.82254
57 H 4.56815 3.68922 -1.87907

Output
- structure (SMILES) = COc1ccc(/C=N/n2c(=O)[nH]c3c([nH]c4ccc(Cl)cc43)c2=O)cc1CN1CCCCC1
- HOMO (eV) = -8.10
- gap between HOMO and LUMO (Eh) = 0.298
- E (eV) = -51393.5048
- LUMO (eV) = 0.02

No. 4
DFT (ωB97M-V with the def2-TZVPD basis set) results for C10H13Cl5N3Tl as an isolated structure.

Atoms and positions in Å:
1 Tl 0.75187 -1.77376 -0.61070
2 N 0.67127 -0.84086 1.85150
3 C 1.07557 0.54824 2.03830
4 C 0.59127 1.39334 0.85490
5 N 1.07367 0.91134 -0.43530
6 C 2.34227 1.47304 -0.88520
7 C 3.55717 0.65844 -0.42990
8 N 3.45217 -0.69676 -0.94590
9 H 1.08997 -1.43716 2.55650
10 H -0.33683 -0.91686 1.95180
11 H 0.65387 0.97854 2.95920
12 H 2.16327 0.58254 2.11590
13 H -0.49823 1.33054 0.83720
14 H 0.88197 2.43984 1.03250
15 H 0.36537 1.12914 -1.13290
16 H 2.34797 1.47654 -1.97750
17 H 2.46897 2.51104 -0.54600
18 H 4.47117 1.17504 -0.76420
19 H 3.59437 0.60644 0.65730
20 H 3.58837 -0.70286 -1.95160
21 H 4.15167 -1.30306 -0.53570
22 Cl -1.68683 -2.90096 1.15140
23 C -2.53493 -1.74966 0.16040
24 C -1.75273 -0.93436 -0.65530
25 C -2.51023 -0.05986 -1.42970
26 Cl -1.65013 1.02974 -2.47000
27 C -3.89973 0.00354 -1.43390
28 Cl -4.76273 1.09424 -2.46030
29 C -4.61283 -0.82666 -0.57260
30 Cl -6.33493 -0.75536 -0.51330
31 C -3.92013 -1.71666 0.24290
32 Cl -4.79183 -2.72686 1.34010

Output
- HOMO (eV) = -7.49
- gap between HOMO and LUMO (Eh) = 0.281
- E (eV) = -82356.5652
- LUMO (eV) = 0.14

- Number 2 is which compound?
  C2H6N4O